168
Properties=species:S:1:pos:R:3:forces:R:3:lowdin_spin:R:1 method="wB97M-V/def2-TZVPD" e_lumo_ev="-9.1 / -9.4" total_charge=+4 gap_ev="4.22 / 6.16" energy_ev=-121466.7348 multiplicity=4 e_homo_ev="-13.330 / -15.545"
Ti -3.988802 -1.995500 -1.226745 0.99 -0.28 2.35 2.07
C 0.094618 -1.615090 0.080125 -2.92 -0.38 -0.66 -0.01
C -1.286252 -1.519820 -0.278565 3.97 6.84 0.50 0.16
C -1.868022 -0.036940 -0.527255 5.43 -1.48 1.86 0.10
O -3.087612 0.099050 -0.709475 -4.57 -1.52 -2.08 0.06
C -0.977662 1.062870 -0.346625 -2.59 -3.37 -1.00 -0.01
C 0.300238 0.865770 0.164485 0.03 0.18 -0.44 0.09
C 0.872318 -0.526060 0.383185 1.75 0.45 0.39 0.11
O 2.069888 -0.762030 0.816005 -0.44 1.52 0.02 0.15
O 0.908378 1.928470 0.374925 2.58 0.82 1.02 0.14
O -2.015952 -2.492730 -0.363215 -5.08 -3.71 -1.51 0.07
H 0.474378 -2.597230 0.320085 0.16 -0.07 0.44 0.00
H -1.380562 2.027840 -0.616635 0.26 0.28 0.26 0.00
C -2.113802 6.013740 4.729625 -0.27 -0.04 -0.23 0.00
O -1.895002 5.229570 3.509345 -0.08 1.12 1.11 0.00
C -3.072862 4.520460 3.139615 1.46 1.56 -1.62 0.00
C -2.779482 4.193900 1.616905 -0.40 -0.88 0.71 0.00
N -2.125132 5.370000 0.841075 -0.72 -1.36 1.11 0.00
H -2.833542 6.064850 0.652845 -0.30 0.36 0.10 0.00
H -1.461302 5.791030 1.475235 0.56 0.36 0.74 0.00
C -1.412652 5.063490 -0.424665 0.43 0.05 -0.10 0.00
C -0.444942 6.219710 -0.787295 -0.53 0.00 1.13 0.00
O 0.337058 6.577050 0.364795 -1.62 -2.02 -0.82 0.00
C 0.897238 7.849400 0.240835 0.87 -0.18 -0.84 0.00
H -2.567932 5.378250 5.489895 0.37 -0.09 0.16 0.00
H -2.797782 6.852980 4.603305 -0.37 -0.12 -0.64 0.00
H -1.211652 6.517210 5.077105 0.33 -0.75 -0.19 0.00
H -3.918352 5.205900 3.198065 -0.35 -0.23 0.22 0.00
H -3.157122 3.665980 3.811075 -0.46 -0.34 -0.53 0.00
H -3.674802 3.834450 1.109665 -0.16 0.52 -0.16 0.00
H -2.155102 3.300580 1.601885 0.74 0.47 -0.31 0.00
H -2.196812 4.920760 -1.168185 0.38 -0.03 -0.29 0.00
H -0.859022 4.134780 -0.286495 -0.01 -0.01 0.11 0.00
H -1.020272 7.105350 -1.056965 -0.15 0.10 -0.35 0.00
H 0.147268 5.895040 -1.642855 0.23 0.10 0.00 0.00
H 1.527538 7.920700 1.127255 -0.39 0.95 -0.03 0.00
H 0.120248 8.574510 -0.001265 0.10 0.50 0.83 0.00
H 1.544338 7.843310 -0.636285 0.38 0.18 -0.07 0.00
C 1.336818 -5.157140 3.567285 -0.55 0.36 1.54 0.00
O 0.064408 -5.108820 2.952375 -0.83 1.04 -0.90 0.00
C -0.512962 -3.790310 3.040355 -0.67 -0.90 -0.56 0.00
C -2.089732 -3.820510 2.731975 1.48 -0.74 0.02 0.00
N -2.473962 -4.660250 1.531245 1.70 -1.41 -0.53 0.00
H -3.468112 -4.814370 1.441695 -0.83 -0.12 0.78 0.00
H -2.296692 -4.070010 0.731065 0.41 0.42 -0.73 0.00
C -1.794102 -6.037740 1.210405 -0.61 1.01 -1.91 0.00
C -2.449172 -6.621820 -0.086695 -1.05 -0.18 1.73 0.00
O -2.424022 -5.680730 -1.131155 -0.08 0.32 -0.45 0.00
C -2.940492 -6.262760 -2.351845 0.65 -0.38 0.17 0.00
H 1.752108 -4.157280 3.693425 0.19 0.13 -0.27 0.00
H 2.083708 -5.796200 3.096255 -0.54 -0.14 -0.20 0.00
H 1.068898 -5.480240 4.573225 0.89 -0.38 0.28 0.00
H 0.046778 -3.113880 2.394405 -0.25 0.01 -0.62 0.00
H -0.326472 -3.357550 4.023235 -0.57 -0.22 0.41 0.00
H -2.433492 -2.833820 2.421565 0.04 0.08 0.57 0.00
H -2.639962 -4.218050 3.584805 0.08 0.20 -0.04 0.00
H -1.779292 -6.655760 2.108135 -0.09 -0.02 -0.41 0.00
H -0.808122 -5.871940 0.776295 0.30 0.56 1.23 0.00
H -3.492942 -6.890040 0.076665 -0.16 -0.26 0.16 0.00
H -1.895472 -7.534940 -0.305185 0.12 -0.11 -0.22 0.00
H -3.784672 -6.937700 -2.210655 -0.19 0.25 0.41 0.00
H -2.142382 -6.882510 -2.760545 0.04 0.01 -0.34 0.00
H -3.229052 -5.494160 -3.068845 0.14 0.15 0.27 0.00
C 1.509818 4.935270 2.509805 0.37 -0.25 -1.15 0.00
O 2.320148 3.905890 3.028765 0.12 -0.37 1.22 0.00
C 3.357618 3.418350 2.192715 -0.67 0.95 0.46 0.00
C 3.926718 2.237600 2.952495 -1.14 -0.55 -0.37 0.00
N 2.851828 1.113140 3.098975 2.35 -0.38 1.77 0.00
H 2.068668 1.467830 3.629035 -0.03 0.32 0.92 0.00
H 2.383848 0.862030 2.239885 0.35 -0.75 -1.41 0.00
C 3.560268 -0.133400 3.844735 -1.20 0.44 -1.38 0.00
C 2.557128 -1.202850 4.335555 0.95 1.51 1.82 0.00
O 1.867778 -0.539970 5.421535 -0.58 -0.79 -1.78 0.00
C 0.925738 -1.406900 6.028615 -0.68 1.23 1.35 0.00
H 0.895908 4.432550 1.762485 -0.56 0.43 -0.09 0.00
H 2.100208 5.690760 1.991365 0.27 0.01 -0.09 0.00
H 0.940598 5.481400 3.262025 0.02 -0.65 0.26 0.00
H 4.084278 4.224610 2.092715 0.55 -0.16 -0.02 0.00
H 2.967048 3.221720 1.194265 -0.07 -0.55 -0.12 0.00
H 4.175718 2.573440 3.959125 -0.08 -0.19 -0.01 0.00
H 4.811568 1.795020 2.495025 -0.16 -0.02 -0.09 0.00
H 4.306008 -0.509610 3.144425 -0.41 -0.14 -0.32 0.00
H 4.161738 0.269520 4.659595 -0.60 0.20 0.21 0.00
H 3.129028 -1.961980 4.869185 0.44 -0.45 -0.54 0.00
H 1.902878 -1.686330 3.610095 -0.07 0.46 -0.31 0.00
H 1.389358 -2.254870 6.532695 0.07 -0.04 -0.07 0.00
H 0.032428 -1.706400 5.480535 0.43 -0.25 -1.07 0.00
H 0.441628 -0.743870 6.745645 0.29 -0.30 0.63 0.00
C 6.853888 -1.662560 -3.366055 -0.34 -0.91 -1.02 0.00
O 7.281928 -0.711790 -2.442075 -1.19 -0.07 2.68 0.00
C 6.763988 -0.938900 -1.090045 -0.37 1.03 -0.12 0.00
C 5.224578 -0.560330 -0.849855 1.48 0.41 -0.16 0.00
N 4.836098 0.517010 -1.830165 1.54 -0.73 0.68 0.00
H 5.439648 1.319860 -1.724075 0.66 0.28 0.41 0.00
H 5.138178 0.166430 -2.727905 -0.66 -0.04 -1.01 0.00
C 3.471038 0.958700 -1.659755 -1.63 0.40 -1.25 0.00
C 3.101308 2.029260 -2.728725 -0.37 -0.76 0.76 0.00
O 3.298308 1.440210 -3.986215 0.46 -1.00 0.48 0.00
C 3.298558 2.352430 -5.043385 -0.22 0.99 -0.62 0.00
H 7.628008 -1.766070 -4.126395 -0.15 0.02 0.01 0.00
H 5.911428 -1.402650 -3.848065 -0.20 0.53 -0.38 0.00
H 6.612748 -2.649250 -2.970605 0.56 -0.15 0.52 0.00
H 7.360378 -0.303160 -0.435625 0.10 0.06 -0.23 0.00
H 6.876458 -1.955350 -0.712855 0.24 -0.19 -0.49 0.00
H 5.015158 -0.086600 0.109225 0.46 -0.36 0.26 0.00
H 4.590748 -1.446620 -0.879025 -0.33 0.37 -0.65 0.00
H 3.307928 1.303950 -0.638825 0.03 0.04 -0.06 0.00
H 2.910828 0.031890 -1.783405 -0.62 0.34 -0.02 0.00
H 3.613248 2.978560 -2.571065 0.78 -0.03 -0.16 0.00
H 2.060448 2.329240 -2.607355 -0.35 -0.32 0.22 0.00
H 3.126108 1.911720 -6.025295 0.12 -0.64 0.31 0.00
H 4.254168 2.874460 -5.092335 -0.08 0.31 0.03 0.00
H 2.460668 3.034420 -4.898695 0.09 0.48 -0.05 0.00
C -0.766462 2.691960 -3.726865 0.50 -0.39 0.29 0.00
O -1.960012 3.140100 -3.172445 -1.45 -0.17 0.49 0.00
C -3.028652 3.039550 -4.107925 0.29 1.06 0.76 0.00
C -4.314192 3.181420 -3.356615 -1.95 -0.54 0.53 0.00
N -4.542892 2.121150 -2.264655 1.12 1.87 0.62 0.00
H -4.298232 1.206980 -2.617555 -1.02 -0.82 -0.43 0.01
H -3.753882 2.150120 -1.634805 0.57 0.50 0.92 0.00
C -5.842152 2.282480 -1.450365 1.11 -1.29 0.54 0.00
C -5.881642 1.407880 -0.156225 -0.01 -0.38 0.12 0.00
O -4.945692 1.661750 0.881305 0.67 1.42 -1.05 0.00
C -4.994322 0.703760 1.923535 -0.90 -0.47 -0.01 0.00
H -0.824662 1.606950 -3.813285 0.28 -0.22 -0.33 0.00
H 0.002728 2.921200 -2.989375 0.17 0.10 -0.30 0.00
H -0.607002 3.167030 -4.694845 0.39 -0.03 -0.06 0.00
H -3.007202 2.140190 -4.723395 0.22 -0.14 0.00 0.00
H -2.936432 3.944520 -4.708445 -0.32 -0.24 -0.74 0.00
H -5.201912 3.068700 -3.978975 0.25 -0.07 -0.53 0.00
H -4.482612 4.165470 -2.919145 0.51 -0.10 0.38 0.00
H -6.565922 1.929880 -2.185175 -0.61 0.30 0.62 0.00
H -5.993602 3.308300 -1.114425 0.30 0.18 -0.75 0.00
H -5.788352 0.361020 -0.445135 -0.14 -0.37 -0.09 0.00
H -6.872292 1.564370 0.270655 -0.36 -0.17 -0.26 0.00
H -4.772902 -0.284060 1.519475 0.01 -0.17 0.07 0.00
H -5.995932 0.708050 2.353495 -0.19 -0.25 0.02 0.00
H -4.327282 0.899830 2.763015 0.34 0.51 -0.52 0.00
C 1.185958 -0.811980 -4.901865 -0.42 0.61 -1.77 0.00
O 0.927548 -2.107520 -4.471525 -0.42 -1.83 1.07 0.00
C -0.311152 -2.235390 -3.789095 0.19 1.82 1.14 0.00
C -0.456882 -3.510890 -3.021495 1.85 -1.20 0.23 0.01
N 0.748738 -3.658900 -1.993585 -1.21 -2.64 -2.93 0.00
H 1.595418 -3.403360 -2.481355 0.26 0.71 -0.20 0.00
H 0.575138 -3.065520 -1.194915 0.10 0.58 0.60 0.00
C 0.957278 -5.133830 -1.595945 -1.01 1.53 1.67 0.00
C 2.075358 -5.217600 -0.608375 0.10 0.11 0.50 0.00
O 1.942148 -4.360550 0.557275 0.34 -1.63 -2.17 0.00
C 3.239518 -4.156740 1.127795 -0.81 0.64 -0.21 0.00
H 0.326218 -0.479880 -5.483805 -0.22 0.25 -0.21 0.00
H 1.993068 -0.902970 -5.628765 0.20 0.22 0.29 0.00
H 1.382298 -0.017020 -4.182425 0.21 -0.49 0.63 0.00
H -1.190922 -2.041500 -4.402695 0.02 -0.31 -0.52 0.00
H -0.292582 -1.421820 -3.063945 -0.37 0.35 0.42 0.00
H -0.380572 -4.327360 -3.739585 0.37 -0.30 0.19 0.00
H -1.351602 -3.721510 -2.435645 -0.04 0.69 -0.04 0.01
H 1.185888 -5.823150 -2.408765 -0.33 0.52 -0.35 0.00
H 0.046018 -5.394420 -1.057625 -0.24 -0.21 -0.57 0.00
H 2.983148 -4.989330 -1.166865 0.50 0.02 0.32 0.00
H 2.063268 -6.272900 -0.335785 0.53 -0.13 0.34 0.00
H 2.919768 -3.448940 1.892565 1.26 0.00 0.29 0.00
H 3.913298 -3.752150 0.372525 -0.03 0.66 0.00 0.00
H 3.772718 -5.051930 1.447835 -0.57 -0.27 0.53 0.00
B -5.542152 -3.655080 0.652695 -2.71 -1.74 0.70 0.01
F -6.701472 -2.971360 0.527775 -0.98 0.95 0.24 0.00
F -4.535542 -2.821700 1.018955 2.40 2.24 0.51 0.01
F -5.620862 -4.746860 1.494985 0.55 0.01 0.11 0.00
F -5.213932 -4.067330 -0.627205 1.48 -0.28 -2.67 0.02